Below is a single C20H19FN4O4S molecule, with properties calculated with ωB97M-V/def2-TZVPD.

SMILES   O=C(CN(C(=O)CCC(=O)Nc1nccs1)c1ccc(F)cc1)NCc1ccco1
Strongest force on any atom   1.21 eV/Å

```
! wB97M-V def2-TZVPD RIJCOSX def2/J DEFGRID3
* xyz 0 1
O 0.43 -0.20 -4.44
C 0.40 0.52 -3.46
C -0.81 0.62 -2.53
N -0.52 -0.12 -1.32
C 0.10 0.50 -0.29
O 0.49 1.65 -0.38
C 0.25 -0.29 1.00
C -0.24 0.58 2.15
C -1.70 0.87 1.99
O -2.39 0.45 1.09
N -2.27 1.70 2.94
C -1.71 2.29 4.03
N -0.50 2.17 4.44
C -0.27 2.90 5.56
C -1.33 3.60 6.03
S -2.71 3.36 5.02
C -0.77 -1.52 -1.36
C 0.29 -2.41 -1.47
C 0.05 -3.76 -1.55
C -1.26 -4.21 -1.53
F -1.50 -5.53 -1.61
C -2.33 -3.34 -1.43
C -2.08 -1.98 -1.35
N 1.43 1.29 -3.05
C 2.78 1.08 -3.53
C 3.49 0.09 -2.66
C 3.54 -0.02 -1.30
C 4.29 -1.19 -1.03
C 4.63 -1.71 -2.24
O 4.15 -0.94 -3.23
H -1.68 0.18 -3.02
H -1.01 1.66 -2.26
H 1.31 -0.53 1.14
H -0.32 -1.22 0.95
H 0.31 1.53 2.16
H -0.07 0.10 3.12
H -3.25 1.90 2.78
H 0.71 2.87 6.00
H -1.39 4.24 6.88
H 1.30 -2.03 -1.49
H 0.86 -4.47 -1.64
H -3.34 -3.73 -1.41
H -2.89 -1.28 -1.24
H 1.32 1.76 -2.15
H 2.71 0.68 -4.54
H 3.30 2.04 -3.55
H 3.11 0.65 -0.58
H 4.54 -1.59 -0.07
H 5.19 -2.57 -2.52
*
```

Charges per atom according to natural (NBO) partitioning, unit e: atom 1 (O): -0.615, atom 2 (C): 0.667, atom 3 (C): -0.304, atom 4 (N): -0.443, atom 5 (C): 0.735, atom 6 (O): -0.685, atom 7 (C): -0.501, atom 8 (C): -0.500, atom 9 (C): 0.708, atom 10 (O): -0.597, atom 11 (N): -0.625, atom 12 (C): 0.261, atom 13 (N): -0.495, atom 14 (C): -0.032, atom 15 (C): -0.453, atom 16 (S): 0.352, atom 17 (C): 0.128, atom 18 (C): -0.200, atom 19 (C): -0.264, atom 20 (C): 0.394, atom 21 (F): -0.322, atom 22 (C): -0.265, atom 23 (C): -0.195, atom 24 (N): -0.622, atom 25 (C): -0.275, atom 26 (C): 0.274, atom 27 (C): -0.333, atom 28 (C): -0.320, atom 29 (C): 0.080, atom 30 (O): -0.390, atom 31 (H): 0.230, atom 32 (H): 0.237, atom 33 (H): 0.237, atom 34 (H): 0.238, atom 35 (H): 0.267, atom 36 (H): 0.253, atom 37 (H): 0.418, atom 38 (H): 0.215, atom 39 (H): 0.245, atom 40 (H): 0.235, atom 41 (H): 0.232, atom 42 (H): 0.232, atom 43 (H): 0.236, atom 44 (H): 0.430, atom 45 (H): 0.251, atom 46 (H): 0.216, atom 47 (H): 0.234, atom 48 (H): 0.228, atom 49 (H): 0.204


Below is a molecular structure, C20H19LiN3O3S, with properties calculated with ωB97M-V/def2-TZVPD.

Strongest force on any atom   0.44 eV/Å

```
! wB97M-V def2-TZVPD RIJCOSX def2/J DEFGRID3
* xyz -1 1
Li -0.45 1.14 -0.18
C -0.22 -2.76 4.43
C 0.90 -1.87 3.91
N 1.24 -2.16 2.53
C 2.25 -3.19 2.32
C 3.65 -2.62 2.15
C 0.67 -1.51 1.48
S -0.59 -0.40 1.79
N 1.17 -1.90 0.29
C 1.04 -1.19 -0.82
O 0.67 -0.01 -0.95
C 1.44 -1.92 -2.08
C 1.20 -1.32 -3.31
C 1.56 -1.96 -4.49
C 2.16 -3.21 -4.44
C 2.40 -3.82 -3.22
C 2.04 -3.17 -2.04
H -0.42 -2.54 5.48
H 0.03 -3.81 4.34
H -1.13 -2.57 3.86
H 1.81 -2.02 4.51
H 0.62 -0.83 3.99
H 1.97 -3.78 1.44
H 2.21 -3.85 3.19
H 3.68 -1.99 1.26
H 4.38 -3.42 2.04
H 3.93 -2.01 3.01
H 0.74 -0.34 -3.32
H 1.36 -1.49 -5.44
H 2.43 -3.72 -5.36
H 2.87 -4.79 -3.17
H 2.21 -3.63 -1.08
O -1.85 2.47 -2.56
C -2.04 3.06 -1.51
N -1.53 2.74 -0.28
C -1.97 3.65 0.64
O -1.71 3.69 1.83
C -2.87 4.65 -0.05
C -3.57 5.75 0.42
C -4.32 6.48 -0.50
C -4.36 6.11 -1.84
C -3.65 5.00 -2.31
C -2.92 4.29 -1.38
H -3.52 6.02 1.47
H -4.88 7.34 -0.17
H -4.95 6.69 -2.54
H -3.67 4.70 -3.35
*
```

Charges per atom according to Mulliken partitioning, unit e: atom 1 (Li): 1.060, atom 2 (C): -1.002, atom 3 (C): -0.952, atom 4 (N): 0.169, atom 5 (C): -0.652, atom 6 (C): -1.154, atom 7 (C): 0.392, atom 8 (S): -0.610, atom 9 (N): -0.269, atom 10 (C): 0.183, atom 11 (O): -1.030, atom 12 (C): 0.335, atom 13 (C): -0.525, atom 14 (C): -0.618, atom 15 (C): -0.306, atom 16 (C): -0.665, atom 17 (C): 0.042, atom 18 (H): 0.379, atom 19 (H): 0.294, atom 20 (H): 0.255, atom 21 (H): 0.367, atom 22 (H): 0.458, atom 23 (H): 0.380, atom 24 (H): 0.418, atom 25 (H): 0.262, atom 26 (H): 0.364, atom 27 (H): 0.355, atom 28 (H): 0.510, atom 29 (H): 0.382, atom 30 (H): 0.362, atom 31 (H): 0.376, atom 32 (H): 0.317, atom 33 (O): -0.712, atom 34 (C): 0.287, atom 35 (N): -0.343, atom 36 (C): -0.024, atom 37 (O): -0.674, atom 38 (C): 0.264, atom 39 (C): -0.386, atom 40 (C): -0.379, atom 41 (C): -0.374, atom 42 (C): -0.412, atom 43 (C): 0.224, atom 44 (H): 0.460, atom 45 (H): 0.365, atom 46 (H): 0.364, atom 47 (H): 0.464


Below is a single C20H19N3O molecule, with properties calculated with ωB97M-V/def2-TZVPD.

SMILES   Cc1cc(C)nc(NC(=O)C(c2ccccc2)c2ccccc2)n1
Strongest force on any atom   0.84 eV/Å

```
! wB97M-V def2-TZVPD RIJCOSX def2/J DEFGRID3
* xyz 0 1
C 0.23 2.85 -0.02
C -0.24 1.88 1.01
C -0.25 2.18 2.37
C -0.77 1.23 3.24
C -0.85 1.47 4.71
N -1.21 0.07 2.78
C -1.11 -0.16 1.48
N -1.59 -1.39 1.08
C -1.28 -2.25 0.05
O -1.94 -3.26 -0.07
C -0.09 -1.98 -0.86
C 1.04 -1.21 -0.22
C 1.45 -1.55 1.06
C 2.48 -0.86 1.68
C 3.13 0.16 1.01
C 2.75 0.48 -0.28
C 1.72 -0.20 -0.89
C -0.57 -1.40 -2.17
C -0.14 -1.97 -3.37
C -0.56 -1.46 -4.58
C -1.43 -0.38 -4.62
C -1.87 0.18 -3.43
C -1.45 -0.33 -2.22
N -0.67 0.70 0.58
H 1.28 3.09 0.15
H -0.34 3.77 0.04
H 0.12 2.41 -1.01
H 0.12 3.13 2.73
H -1.43 2.37 4.91
H -1.32 0.62 5.19
H 0.14 1.61 5.12
H -2.23 -1.80 1.75
H 0.30 -2.99 -1.08
H 0.96 -2.36 1.59
H 2.78 -1.13 2.69
H 3.93 0.70 1.50
H 3.27 1.26 -0.81
H 1.42 0.06 -1.90
H 0.54 -2.81 -3.35
H -0.21 -1.90 -5.50
H -1.77 0.02 -5.57
H -2.55 1.02 -3.45
H -1.78 0.13 -1.30
*
```

Charges per atom according to natural (NBO) partitioning, unit e: atom 1 (C): -0.658, atom 2 (C): 0.310, atom 3 (C): -0.342, atom 4 (C): 0.285, atom 5 (C): -0.651, atom 6 (N): -0.505, atom 7 (C): 0.586, atom 8 (N): -0.632, atom 9 (C): 0.716, atom 10 (O): -0.582, atom 11 (C): -0.371, atom 12 (C): 0.001, atom 13 (C): -0.225, atom 14 (C): -0.205, atom 15 (C): -0.225, atom 16 (C): -0.229, atom 17 (C): -0.153, atom 18 (C): -0.027, atom 19 (C): -0.199, atom 20 (C): -0.209, atom 21 (C): -0.214, atom 22 (C): -0.224, atom 23 (C): -0.159, atom 24 (N): -0.525, atom 25 (H): 0.232, atom 26 (H): 0.227, atom 27 (H): 0.237, atom 28 (H): 0.219, atom 29 (H): 0.226, atom 30 (H): 0.237, atom 31 (H): 0.228, atom 32 (H): 0.428, atom 33 (H): 0.257, atom 34 (H): 0.215, atom 35 (H): 0.215, atom 36 (H): 0.213, atom 37 (H): 0.212, atom 38 (H): 0.216, atom 39 (H): 0.211, atom 40 (H): 0.213, atom 41 (H): 0.212, atom 42 (H): 0.211, atom 43 (H): 0.227


Below is a single C20H19N3O3S molecule, with properties calculated with ωB97M-V/def2-TZVPD.

SMILES   CC(C)C(=O)Nc1ccc(NC(=S)NC(=O)c2cc3ccccc3o2)cc1
Strongest force on any atom   1.41 eV/Å

```
! wB97M-V def2-TZVPD RIJCOSX def2/J DEFGRID3
* xyz 0 1
C -8.46 -0.13 1.29
C -8.10 0.62 0.01
C -8.47 -0.20 -1.23
C -6.63 1.02 -0.01
O -6.28 2.18 -0.03
N -5.78 -0.04 0.00
C -4.38 -0.05 0.00
C -3.74 -1.29 0.01
C -2.36 -1.38 0.01
C -1.59 -0.22 -0.01
N -0.20 -0.19 -0.01
C 0.71 -1.17 -0.01
S 0.49 -2.81 -0.01
N 2.04 -0.75 -0.01
C 2.54 0.53 -0.01
O 1.84 1.53 -0.01
C 4.00 0.59 0.00
C 4.81 1.69 0.00
C 6.14 1.20 0.00
C 7.41 1.78 0.01
C 8.51 0.95 0.02
C 8.37 -0.44 0.01
C 7.13 -1.05 0.01
C 6.02 -0.21 0.00
O 4.72 -0.57 0.00
C -2.24 1.02 -0.02
C -3.61 1.11 -0.01
H -7.96 -1.10 1.35
H -9.53 -0.30 1.34
H -8.16 0.46 2.16
H -8.67 1.56 -0.02
H -7.98 -1.17 -1.23
H -9.54 -0.36 -1.27
H -8.17 0.33 -2.14
H -6.20 -0.96 0.02
H -4.32 -2.20 0.02
H -1.89 -2.35 0.01
H 0.21 0.75 -0.01
H 2.71 -1.51 -0.01
H 4.48 2.71 0.00
H 7.51 2.86 0.01
H 9.50 1.38 0.02
H 9.25 -1.05 0.02
H 7.02 -2.12 0.01
H -1.64 1.92 -0.03
H -4.10 2.07 -0.02
*
```

Charges per atom according to natural (NBO) partitioning, unit e: atom 1 (C): -0.598, atom 2 (C): -0.308, atom 3 (C): -0.598, atom 4 (C): 0.690, atom 5 (O): -0.605, atom 6 (N): -0.607, atom 7 (C): 0.133, atom 8 (C): -0.222, atom 9 (C): -0.231, atom 10 (C): 0.122, atom 11 (N): -0.569, atom 12 (C): 0.281, atom 13 (S): -0.216, atom 14 (N): -0.617, atom 15 (C): 0.635, atom 16 (O): -0.606, atom 17 (C): 0.165, atom 18 (C): -0.196, atom 19 (C): -0.140, atom 20 (C): -0.180, atom 21 (C): -0.221, atom 22 (C): -0.196, atom 23 (C): -0.257, atom 24 (C): 0.351, atom 25 (O): -0.431, atom 26 (C): -0.215, atom 27 (C): -0.194, atom 28 (H): 0.193, atom 29 (H): 0.215, atom 30 (H): 0.221, atom 31 (H): 0.229, atom 32 (H): 0.193, atom 33 (H): 0.216, atom 34 (H): 0.221, atom 35 (H): 0.395, atom 36 (H): 0.204, atom 37 (H): 0.255, atom 38 (H): 0.443, atom 39 (H): 0.444, atom 40 (H): 0.247, atom 41 (H): 0.221, atom 42 (H): 0.218, atom 43 (H): 0.220, atom 44 (H): 0.228, atom 45 (H): 0.213, atom 46 (H): 0.253


Below is a single C20H19N3O6 molecule, with properties calculated with ωB97M-V/def2-TZVPD.

SMILES   O=C(Nc1ccc2c(c1)OCO2)C1CCN(C(=O)c2ccc([N+](=O)[O-])cc2)CC1
Strongest force on any atom   1.33 eV/Å

```
! wB97M-V def2-TZVPD RIJCOSX def2/J DEFGRID3
* xyz 0 1
O 1.57 0.33 -0.64
C 1.71 -0.71 -0.04
N 2.79 -1.02 0.74
C 3.93 -0.25 1.02
C 4.89 -0.81 1.86
C 6.05 -0.13 2.20
C 6.22 1.12 1.67
C 5.25 1.69 0.83
C 4.10 1.03 0.49
O 5.66 2.94 0.45
C 6.91 3.14 1.07
O 7.25 2.01 1.84
C 0.66 -1.82 -0.03
C -0.31 -1.64 -1.21
C -1.48 -0.74 -0.82
N -2.25 -1.36 0.23
C -3.58 -1.21 0.40
O -4.21 -1.81 1.26
C -4.27 -0.25 -0.52
C -4.02 1.11 -0.45
C -4.74 1.99 -1.24
C -5.70 1.50 -2.11
N -6.44 2.41 -2.94
O -7.25 1.95 -3.71
O -6.20 3.60 -2.83
C -5.97 0.14 -2.19
C -5.26 -0.74 -1.38
C -1.53 -2.24 1.13
C -0.11 -1.75 1.31
H 2.79 -1.93 1.18
H 4.73 -1.81 2.26
H 6.79 -0.57 2.85
H 3.37 1.47 -0.16
H 7.68 3.31 0.30
H 6.86 4.03 1.73
H 1.15 -2.79 -0.13
H 0.22 -1.18 -2.04
H -0.69 -2.61 -1.53
H -2.12 -0.57 -1.69
H -1.08 0.23 -0.49
H -3.28 1.49 0.24
H -4.56 3.06 -1.19
H -6.73 -0.21 -2.87
H -5.46 -1.79 -1.41
H -1.54 -3.27 0.75
H -2.07 -2.24 2.09
H -0.13 -0.71 1.66
H 0.40 -2.35 2.07
*
```

Charges per atom according to natural (NBO) partitioning, unit e: atom 1 (O): -0.619, atom 2 (C): 0.694, atom 3 (N): -0.597, atom 4 (C): 0.150, atom 5 (C): -0.249, atom 6 (C): -0.245, atom 7 (C): 0.207, atom 8 (C): 0.320, atom 9 (C): -0.321, atom 10 (O): -0.486, atom 11 (C): 0.236, atom 12 (O): -0.478, atom 13 (C): -0.305, atom 14 (C): -0.401, atom 15 (C): -0.223, atom 16 (N): -0.432, atom 17 (C): 0.663, atom 18 (O): -0.613, atom 19 (C): -0.103, atom 20 (C): -0.154, atom 21 (C): -0.180, atom 22 (C): 0.007, atom 23 (N): 0.529, atom 24 (O): -0.375, atom 25 (O): -0.374, atom 26 (C): -0.176, atom 27 (C): -0.180, atom 28 (C): -0.220, atom 29 (C): -0.408, atom 30 (H): 0.397, atom 31 (H): 0.205, atom 32 (H): 0.231, atom 33 (H): 0.270, atom 34 (H): 0.158, atom 35 (H): 0.158, atom 36 (H): 0.215, atom 37 (H): 0.243, atom 38 (H): 0.209, atom 39 (H): 0.223, atom 40 (H): 0.205, atom 41 (H): 0.218, atom 42 (H): 0.250, atom 43 (H): 0.251, atom 44 (H): 0.231, atom 45 (H): 0.190, atom 46 (H): 0.244, atom 47 (H): 0.215, atom 48 (H): 0.219


We obtain molar mass values of 430.46; 388.40; 317.39; 381.46; 397.39 g/mol for the records listed above, in that order.
We obtain energy relative to the best compared isomer or geometry (same formula, charge and spin) values of 0.0; 0.0; 0.0; 8.1; 70.5 kcal per mole for the records listed above, in that order.
We obtain highest occupied orbital energy values of -0.3174; -0.1876; -0.3236; -0.2899; -0.2949 Eh for the records listed above, in that order.